Entry 1:
87
Properties=species:S:1:pos:R:3 method="wB97M-V/def2-TZVPD" e_homo_ev="-1.1 / -4.1" spin_multiplicity=5 charge=-1 s_squared=6.210
Rh 1.9073 2.1804 1.6943
P -0.4754 0.0689 -0.8523
Cl 2.7969 3.6823 0.2350
C -1.9469 -0.7858 0.3340
H -2.4211 0.0904 0.8723
H -1.1721 -1.0766 1.1161
C 1.2912 0.3613 -0.2569
C -1.2087 1.7166 -0.6759
C 2.2729 0.4573 -1.4075
H 1.3150 1.3242 0.3697
C 3.7378 0.6556 -0.9905
H 2.2370 -0.5179 -1.9119
H 2.0071 1.2362 -2.1318
C 4.1545 -0.4431 -0.0024
H 4.3591 0.6393 -1.9003
H 3.8788 1.6590 -0.5485
C 3.1337 -0.4949 1.1340
H 4.2131 -1.4112 -0.5233
H 5.1585 -0.2375 0.3887
C 1.7242 -0.7973 0.6276
H 3.4244 -1.1857 1.9339
H 3.1408 0.5421 1.5872
H 1.6094 -1.7378 0.0516
H 1.0300 -0.8945 1.4684
C -0.7006 -0.6219 -2.5606
C -2.6526 1.7523 -1.2042
H -1.1941 1.8453 0.4245
C -3.2895 3.0354 -0.6728
H -2.6496 1.7384 -2.3072
H -3.2714 0.9048 -0.8888
C -2.4919 4.2765 -1.0881
H -4.3274 3.0945 -1.0178
H -3.3145 2.9752 0.4275
C -0.9848 4.1648 -0.8254
H -2.6468 4.4330 -2.1624
H -2.8873 5.1538 -0.5663
C -0.4033 2.8394 -1.3094
H -0.4339 4.9835 -1.3025
H -0.7848 4.2298 0.2526
H -0.4507 2.7707 -2.4037
H 0.6555 2.8001 -1.0264
C -0.0053 -1.9884 -2.7563
H -1.7868 -0.8042 -2.6101
C -0.4472 -2.5437 -4.1360
H 1.0847 -1.8705 -2.7771
H -0.1694 -2.6514 -1.8767
C -0.3374 -1.5636 -5.3369
H 0.1055 -3.4455 -4.4044
H -1.5089 -2.8293 -4.0802
C -0.8850 -0.1707 -5.0351
H 0.6982 -1.4775 -5.6968
H -0.9098 -1.9624 -6.1897
C -0.3988 0.3788 -3.6912
H -0.6136 0.5248 -5.8404
H -1.9823 -0.2095 -5.0311
H 0.6717 0.6230 -3.7327
H -0.9222 1.3295 -3.5282
C 1.0112 -4.6510 0.4347
C -2.8888 -1.6112 -0.3069
H 1.8997 -4.1187 0.1163
C -3.0657 -2.9582 0.7972
H -2.2674 -2.2802 -1.1095
C -2.2453 -3.1534 2.1577
H -4.1286 -2.8283 1.1213
H -3.0583 -3.9951 0.3521
C -1.1415 -4.2148 2.2877
H -1.9960 -2.1537 2.6716
H -2.9677 -3.6083 2.8898
C 0.3832 -4.2125 1.6827
H -0.9888 -4.2188 3.3712
H -1.6361 -5.2064 2.0073
H 0.7408 -3.1772 1.6929
H 0.9473 -4.9171 2.4778
C -0.3975 2.1703 5.0540
Si 0.7977 1.3869 3.8085
C 2.2999 2.5443 3.8646
C 1.4052 -0.2644 4.5949
O 0.1592 1.1368 2.3416
H -0.6062 1.4227 5.8318
H -1.3330 2.4180 4.5399
H -0.0070 3.0804 5.5325
H 3.0956 1.9850 4.3859
H 2.7566 3.1037 3.0027
H 1.8487 3.3082 4.5003
H 0.5297 -0.6108 5.1663
H 1.6498 -0.9936 3.8022
H 2.2702 -0.1291 5.2736

***

Entry 2:
56
Properties=species:S:1:pos:R:3 method="wB97M-V/def2-TZVPD" e_homo_ev=-9.9 de_lowest_kcal_mol=18.9 charge=+1 smiles="Cc1cn([C@H](/C=C/c2ccc(N(C)C)cc2)c2ccc(N(C)C)cc2)c[nH+]1"
C 6.8462 -1.5263 3.7938
N 6.0614 -1.0135 2.6853
C 6.2946 -1.7048 1.4334
C 4.8397 -0.3673 2.9052
C 4.8210 0.9998 3.2591
C 3.6070 1.6625 3.3772
C 2.3965 0.9720 3.2868
C 1.0852 1.7554 3.4748
C -0.2016 0.9955 3.3572
C -1.4035 1.5984 3.2438
C -2.6514 0.8854 3.0269
C -3.8812 1.5869 2.9097
C -5.0761 0.9193 2.7361
C -5.1058 -0.4973 2.6670
N -6.3254 -1.1751 2.5666
C -6.8744 -1.6563 1.3139
C -6.9906 -1.7183 3.7334
C -3.8830 -1.2021 2.7332
C -2.6906 -0.5250 2.9140
C 2.4205 -0.4085 3.0541
C 3.6201 -1.0584 2.7833
H 6.6295 -0.9498 4.6998
H 6.6241 -2.5921 3.9797
H 7.9098 -1.4434 3.5418
H 5.7865 -1.1790 0.6179
H 7.3734 -1.7101 1.2432
H 5.9382 -2.7445 1.4690
H 5.7625 1.5319 3.3751
H 3.6213 2.7350 3.5659
H 1.0658 2.5233 2.6777
H -0.1285 -0.0917 3.3784
H -1.4826 2.6875 3.3222
H -3.8760 2.6784 2.9586
H -6.0275 1.4472 2.6382
H -6.3836 -1.1618 0.4673
H -6.7536 -2.7484 1.2228
H -7.9514 -1.4346 1.2949
H -6.5766 -1.2705 4.6440
H -8.0638 -1.4912 3.6677
H -6.8739 -2.8126 3.7818
H -3.8956 -2.2883 2.6331
H -1.7619 -1.0967 2.9629
H 1.5002 -0.9883 3.0846
H 3.6273 -2.1201 2.5231
C 0.3925 3.1148 8.2857
C 0.7704 2.9789 6.8718
C 0.4690 2.0591 5.9237
N 1.1151 2.4457 4.7465
C 1.7941 3.5659 4.9788
N 1.6010 3.9027 6.2595
H -0.2018 2.2409 8.5810
H 1.2764 3.1721 8.9374
H -0.2171 4.0138 8.4606
H -0.1513 1.1784 5.9892
H 2.3808 4.1079 4.2466
H 1.9973 4.7327 6.6890

***

Entry 3:
28
Properties=species:S:1:pos:R:3 method="wB97M-V/def2-TZVPD" e_homo_ev=-12.2 de_lowest_kcal_mol=31.3 charge=+1
C 1.1145 -1.0879 -1.6615
C 0.8635 -1.1700 0.6449
C 1.7398 -2.3266 -1.6625
C 1.3938 -2.4615 0.5212
C 0.6767 -0.4837 -0.5468
C -2.0193 -0.1329 0.2215
C 1.5213 1.8183 1.0096
C -0.0053 3.1899 -0.3516
C 0.1872 0.8932 -0.7452
N 1.9496 -2.9218 -0.5133
N -2.5322 -0.1912 1.4077
N 0.5424 1.8882 -0.0673
S -3.8382 -2.4980 -0.0147
S -2.6400 -1.0925 -1.0380
H 0.9421 -0.4529 -2.6416
H 0.3873 -0.8673 1.5487
H 2.1330 -2.7196 -2.6060
H 1.5280 -2.9352 1.5616
H 1.9474 2.8361 1.1447
H 0.9211 1.5698 1.8827
H 2.2877 1.1320 0.7775
H -0.2841 3.3431 -1.2726
H -0.8183 3.2866 0.3543
H 0.7762 3.9830 -0.2366
H -0.3859 0.8825 -1.6310
H -3.4404 -0.6172 1.4876
H -2.2383 0.2994 2.2679
H -2.7095 -3.1637 0.1586

***

Entry 4:
16
Properties=species:S:1:pos:R:3 method="wB97M-V/def2-TZVPD" e_homo_ev=-11.1 de_lowest_kcal_mol=32.4 smiles=CC.CC
C 0.0182 -2.0464 -1.5241
C 0.9296 -1.8352 -0.1658
H 0.4139 -2.9683 -1.9756
H -0.9627 -1.8481 -1.2020
H 0.1195 -1.1913 -2.1763
H 0.2151 -1.7279 0.7711
H 1.3894 -0.8023 -0.2293
H 1.7597 -2.4448 0.2138
C -1.1876 2.0311 1.0576
C 0.2048 1.7041 0.5365
H -1.6723 2.3630 0.1197
H -1.7464 1.2476 1.5748
H -1.1640 2.8709 1.7704
H 0.1575 1.4016 -0.5039
H 0.9517 2.3841 0.6030
H 0.5736 0.8622 1.1301

***

Entry 5:
50
Properties=species:S:1:pos:R:3 method="wB97M-V/def2-TZVPD" e_homo_ev="-0.8 / -1.1" spin_multiplicity=3 charge=-2 s_squared=2.008
Ni 0.7500 -0.5322 0.2137
O -1.0712 -0.8461 1.1953
C -2.0701 -1.6529 1.0482
C -3.1608 -1.6242 1.9850
C -4.3546 -2.2444 1.6906
C -4.5005 -2.9838 0.5163
C -3.4164 -3.2088 -0.2938
C -2.1469 -2.5825 -0.0450
C -0.9764 -2.8437 -0.8091
N 0.1923 -2.1269 -0.8226
C 0.9933 -2.7041 -1.8179
C 0.3158 -3.7196 -2.4552
N -0.9594 -3.7429 -1.8539
H -3.0179 -1.0816 2.9154
H -5.2151 -2.1687 2.3718
H -5.4804 -3.3997 0.3272
H -3.5207 -3.8859 -1.1484
H 2.0533 -2.5169 -1.8273
H 0.5912 -4.3300 -3.2858
H -1.7241 -4.3637 -2.1115
C -1.1885 2.6549 -0.8619
C -0.5913 2.4826 0.4170
N 0.2044 1.4911 0.8082
C 0.6255 1.7532 2.1022
C 0.1424 3.0179 2.4270
N -0.6603 3.4218 1.4203
C 0.3566 3.8106 3.6463
O 1.1345 3.2716 4.6315
O -0.1513 4.8969 3.7431
C 1.4751 0.7089 2.7445
O 1.8730 0.8829 3.9055
O 1.7443 -0.2464 1.9322
H -0.9661 1.7971 -1.5406
H -0.9597 3.6163 -1.3743
H -2.2968 2.6817 -0.8169
H -1.2472 4.2430 1.4924
H 1.4804 2.3431 4.3727
N 3.5972 -1.7815 -0.2476
C 2.5576 -1.1974 -0.0641
C 2.7318 0.7569 -3.4434
C 2.1187 1.2519 -2.0731
C 3.2158 1.5750 -1.0622
O 1.2515 0.2162 -1.6573
H 3.4154 1.5415 -3.9286
H 1.9165 0.6852 -4.2106
H 3.1039 -0.2627 -3.3683
H 1.3964 2.0617 -2.3690
H 3.9062 0.7163 -1.0792
H 2.7499 1.6918 -0.0497
H 3.7826 2.4767 -1.2890

***

Entry 6:
9
Properties=species:S:1:pos:R:3 method="wB97M-V/def2-TZVPD" e_homo_ev=-9.0 de_lowest_kcal_mol=53.4 smiles="O=c1o[nH][nH]c1=S"
C 0.9373 0.1090 -0.0821
C -0.0649 1.2632 -0.0885
H 0.4714 -1.9603 -0.2075
H -1.6865 -1.0476 0.6608
N 0.1468 -1.0060 -0.0742
N -1.2040 -0.6779 -0.1426
O -1.3264 0.6845 0.0098
O 0.1570 2.4198 -0.0611
S 2.5692 0.2153 -0.0145

***

Here are the calculated largest force on an atom numbers, same order: 8.23, 1.77, 6.37, 3.95, 6.39, 2.47 (eV Å⁻¹).